No. 1
Below is the ion C3H5N2 with charge +1 in a non-equilibrium geometry, with properties calculated with ωB97M-V/def2-TZVPD.

Values from the calculation:
LUMO: -0.2185 Ha
Gap between HOMO and LUMO: 8.47 eV
Relative energy (zero: lowest compared OMol25 entry of this formula, charge and spin): 74.5 kcal per mole
Charge: +1
Molecular weight: 69.09 u
Electronic energy: -6162.66206 eV

```
10
Properties=species:S:1:pos:R:3:forces:R:3:mulliken_charge:R:1
C -1.544019 0.118141 0.063795 -1.7 0.8 0.1 -0.200
C 0.715291 0.599914 -0.060668 0.5 0.6 -0.1 -0.355
C 0.498098 -0.844316 -0.030222 2.6 -4.0 0.9 0.000
N -0.650774 1.066316 0.027112 0.2 -0.4 0.0 0.020
N -0.770736 -1.071214 0.020704 0.8 -0.1 -0.1 0.100
H 1.347547 0.968904 0.755534 0.0 -0.2 0.0 0.316
H 1.203106 0.929929 -0.989792 0.0 -0.2 0.0 0.309
H 1.328124 -1.828965 0.098484 -2.5 3.4 -0.7 0.370
H -0.908176 2.043456 0.062451 0.0 0.0 -0.1 0.199
H -1.218457 -1.982165 0.052605 0.1 0.0 0.0 0.241
```
Positions in Å, forces in eV/Å.

No. 2
Below is the molecule C5H7NO, with properties calculated with ωB97M-V/def2-TZVPD.

Values from the calculation:
LUMO: 0.0383 Ha
Gap between HOMO and LUMO: 10.38 eV
Relative energy (zero: lowest compared OMol25 entry of this formula, charge and spin): 108.8 kcal per mole
Charge: 0
Molecular weight: 97.12 u
Electronic energy: -8831.48653 eV

```
14
Properties=species:S:1:pos:R:3:forces:R:3:mulliken_charge:R:1
C -1.658761 -0.900201 0.087145 0.1 -0.2 -0.2 -0.406
N -1.750260 0.526912 0.436224 -0.1 0.3 0.1 -0.621
C -0.466262 0.000398 0.079539 0.0 0.0 0.1 0.372
C 0.816137 0.083041 0.903199 0.1 -0.1 0.5 -0.188
C 1.679339 -0.279255 -0.330581 0.0 -0.2 0.0 -0.594
C 0.639392 0.758694 -0.748861 -0.2 0.1 -0.4 -0.253
O 0.931232 1.493724 0.491292 0.0 0.1 0.1 -0.492
H -1.915660 -1.489367 0.972656 0.6 -0.1 -0.3 0.222
H -2.061783 -1.342143 -0.822341 0.0 0.5 -0.1 0.233
H -2.135402 1.108599 -0.301123 0.1 -0.1 0.0 0.231
H 0.972800 -0.190967 1.947293 0.0 0.2 -0.1 0.480
H 1.633883 -1.269358 -0.791218 -0.1 0.0 0.2 0.256
H 2.695615 0.125343 -0.267662 -0.3 -0.1 0.0 0.278
H 0.619724 1.374576 -1.655563 -0.3 -0.3 0.1 0.481
```
Positions in Å, forces in eV/Å.

No. 3
Below is a cluster of 2 separate species, H2O2P in total in a non-equilibrium geometry, with properties calculated with ωB97M-V/def2-TZVPD.

Values from the calculation:
Multiplicity: 3
LUMO (spin up / spin down): 0.1817 / 0.0816 Ha
Gap between HOMO and LUMO (spin up / spin down): 5.08 / 7.86 eV
Relative energy (zero: lowest compared OMol25 entry of this formula, charge and spin): 0.0 kcal per mole
Charge: -1
Molecular weight: 64.99 u
Electronic energy: -13413.48299 eV

```
5
Properties=species:S:1:pos:R:3:forces:R:3:lowdin_spin:R:1
O -0.406954 1.140812 -0.980344 0.2 0.7 -0.5 0.253
O -1.219126 -0.294207 0.995907 -1.4 -0.5 1.7 0.195
P -0.154525 0.113440 0.072913 0.8 1.0 -0.2 0.522
H 1.207680 0.422956 0.791789 -0.4 0.1 -0.1 0.249
H 0.572925 -1.383000 -0.880265 0.8 -1.3 -0.9 0.781
```
Positions in Å, forces in eV/Å.

No. 4
Below is a cluster of 8 separate species, C7H28O8 in total in a non-equilibrium geometry, with properties calculated with ωB97M-V/def2-TZVPD.

Values from the calculation:
LUMO: 0.0102 Ha
Gap between HOMO and LUMO: 9.18 eV
Relative energy (zero: lowest compared OMol25 entry of this formula, charge and spin): 44.8 kcal per mole
Charge: 0
Molecular weight: 240.29 u
Electronic energy: -24092.17738 eV
SMILES: C/C=C(\C)CCCO.O.O.O.O.O.O.O

```
43
Properties=species:S:1:pos:R:3:forces:R:3:mulliken_charge:R:1
C -3.151296 -0.261345 -1.325710 -0.1 -1.3 -1.1 0.223
O -3.242076 -0.863481 -2.632543 -0.2 -0.2 -0.1 -0.580
C -2.403302 -1.138934 -0.345517 -0.1 0.0 0.5 0.148
C -0.889214 -1.000803 -0.514319 -0.2 -1.2 1.2 -0.027
C -0.017953 -2.093154 0.139240 -0.3 0.7 -1.1 0.789
C 1.134499 -1.636576 0.605814 0.6 0.0 2.2 0.064
C 2.325372 -2.345953 1.187864 -0.6 -1.2 -0.6 -1.444
C -0.400675 -3.535312 -0.098848 1.0 0.7 0.5 -1.678
H -4.197652 -0.112560 -1.064084 0.2 0.3 0.3 0.412
H -2.600355 0.642882 -1.458280 -0.1 0.9 0.4 -0.473
H -2.409692 -0.803989 -3.108446 0.1 0.1 0.2 0.321
H -2.721607 -2.178272 -0.426492 -0.1 0.0 -0.3 0.373
H -2.704050 -0.828058 0.664382 0.2 -0.3 -0.6 -0.190
H -0.604287 -1.069186 -1.557663 -0.1 0.4 -0.4 0.248
H -0.537014 -0.072000 -0.066891 -0.1 0.3 -0.5 -0.140
H 1.212640 -0.597207 0.930505 -0.2 0.1 -0.9 0.200
H 2.313244 -3.431199 1.053939 0.0 0.0 -0.3 0.379
H 3.215971 -1.960455 0.711212 0.4 0.0 0.0 0.197
H 2.410236 -2.224859 2.255085 0.0 0.5 0.4 0.276
H 0.451996 -4.076840 -0.504473 -0.1 -0.2 -0.1 0.452
H -0.652101 -3.985780 0.855275 -0.3 -0.3 0.1 0.291
H -1.229208 -3.578971 -0.774019 -0.5 -0.3 -0.4 0.450
H 3.971325 -0.472712 -0.581008 -0.2 0.2 0.5 0.254
H 3.606450 1.103549 -0.686097 0.0 -0.4 0.3 0.439
O 3.919440 0.303924 -1.133845 0.2 0.2 -1.2 -0.652
H 0.974463 1.411946 2.373438 0.1 -0.2 0.3 0.314
H 2.320768 1.456302 3.066832 0.0 -0.1 0.2 0.325
O 1.753483 0.848302 2.579801 0.1 0.3 -0.1 -0.611
H -1.287649 2.218310 2.551257 0.2 -0.1 -0.3 0.315
H -0.490967 3.201038 1.646384 -0.1 -0.2 0.0 0.285
O -0.394955 2.446103 2.240534 0.0 0.6 0.1 -0.684
H 0.634954 0.665286 -3.471496 0.8 0.0 -0.2 0.244
H 1.611937 1.289325 -2.329473 0.5 -0.5 -0.7 0.290
O 0.721559 1.090586 -2.622112 -1.0 0.4 0.9 -0.568
H -3.008360 0.075632 2.289322 0.2 -0.1 0.1 0.306
H -1.505002 0.109068 1.882112 0.0 -0.2 0.1 0.361
O -2.288410 0.650573 2.014294 -0.3 0.6 0.5 -0.705
H 1.975831 2.189328 0.453431 0.0 0.0 0.1 0.347
H 3.331133 1.773107 0.954441 -0.2 0.2 0.3 0.307
O 2.907984 2.425361 0.379201 0.1 -0.1 -0.1 -0.759
H -0.347426 2.120621 -1.215604 -0.1 -0.2 -0.5 0.288
H -1.787027 2.226582 -1.717552 0.2 0.1 -0.1 0.245
O -1.171485 2.595941 -1.079697 -0.1 0.5 0.5 -0.630
```
Positions in Å, forces in eV/Å.